(1)
# C24H65BrClIO11Si2

C24H65BrClIO11Si2 as an isolated structure (the ωB97M-V functional and the def2-TZVPD basis, the OMol25 dataset).

Output
Calculated total energy: -5692.09205 a.u.
Charge: 0
E_LUMO: 0.0072 Eh
Frontier orbital gap: 9.681 eV

The geometry in XYZ format:
```
105
Properties=species:S:1:pos:R:3:forces:R:3:mulliken_charge:R:1
C -2.302 -1.514 4.202 -0.3 0.1 0.1 -0.8553
C -3.281 -2.641 3.879 0.1 0.0 0.0 -0.6693
C -3.010 -3.164 2.444 -0.2 0.3 0.4 0.1939
Cl -3.229 -4.945 2.315 0.1 0.0 -0.1 -0.2339
Si -4.272 -2.334 1.348 0.2 -0.3 0.0 -0.1124
O -3.951 -2.556 -0.298 -0.3 0.6 0.2 0.2569
Si -4.350 -1.398 -1.384 -0.1 -0.2 0.1 0.4662
Br -6.355 -0.566 -0.787 0.2 0.1 -0.1 -0.3474
I -2.719 0.411 -1.277 0.0 0.0 0.0 -0.0534
C -4.537 -2.044 -3.110 0.3 0.1 -0.1 -0.8281
C -3.524 -3.122 -3.559 -0.2 -0.1 -0.4 -0.5190
C -2.389 -2.574 -4.430 -0.1 0.1 0.2 -0.3649
O -2.041 -3.621 -5.353 0.3 -0.1 0.1 -0.2696
C -0.883 -3.517 -6.025 0.2 0.3 -0.2 0.7294
C -0.593 -4.745 -6.847 -0.2 -0.2 -0.1 -0.8952
O -0.157 -2.547 -5.995 -0.3 -0.3 0.3 -0.6010
H -2.475 -1.093 5.199 0.0 -0.1 -0.1 0.3929
H -2.432 -0.689 3.493 0.1 -0.1 0.0 0.2385
H -1.273 -1.868 4.163 0.0 0.1 0.0 0.0899
H -3.186 -3.459 4.600 0.1 0.1 -0.2 0.4014
H -4.317 -2.277 3.968 0.1 -0.1 0.0 0.2681
H -1.983 -2.915 2.176 0.0 -0.3 -0.1 0.2280
H -4.236 -0.890 1.661 0.0 0.0 -0.1 -0.1193
H -5.592 -2.894 1.673 0.0 0.0 -0.1 -0.1102
H -4.461 -1.173 -3.774 -0.1 -0.1 0.1 0.3503
H -5.563 -2.412 -3.208 0.1 0.0 0.1 0.4240
H -4.063 -3.838 -4.189 0.1 0.1 0.1 0.3366
H -3.127 -3.695 -2.718 0.0 0.1 -0.1 0.3380
H -1.509 -2.284 -3.850 0.0 0.0 -0.1 0.2244
H -2.718 -1.699 -4.998 0.0 -0.1 0.0 0.2518
H -0.409 -4.453 -7.882 0.0 0.0 0.1 0.2932
H -1.418 -5.458 -6.818 0.1 0.1 0.1 0.2912
H 0.310 -5.228 -6.465 -0.1 0.1 0.0 0.2386
C -6.094 4.008 0.302 -0.1 0.0 0.1 -1.2624
C -4.847 3.492 0.992 -0.1 0.0 -0.1 0.1591
O -5.091 2.295 1.723 0.1 0.1 0.0 -0.4785
H -6.883 4.190 1.033 0.0 0.0 0.0 0.2970
H -5.890 4.937 -0.233 0.0 0.0 0.0 0.3607
H -6.466 3.274 -0.417 0.0 0.0 0.0 0.3154
H -4.482 4.219 1.719 0.0 0.0 0.0 0.3518
H -4.052 3.321 0.256 0.0 0.0 0.0 0.0736
H -5.400 1.638 1.089 0.0 -0.2 0.0 0.1759
C 2.793 -3.231 4.150 0.0 0.0 0.0 -1.2223
C 1.778 -2.311 3.498 0.2 0.1 0.1 0.0929
O 0.903 -1.731 4.453 -0.2 -0.3 0.2 -0.4847
H 2.287 -4.019 4.710 0.0 0.0 0.0 0.3752
H 3.446 -3.692 3.406 0.0 0.0 0.0 0.3193
H 3.418 -2.672 4.850 0.0 0.0 0.0 0.3142
H 1.146 -2.871 2.806 0.0 0.0 0.0 0.2394
H 2.288 -1.525 2.937 0.0 0.0 0.0 0.1047
H 1.423 -1.218 5.084 0.1 0.2 -0.2 0.2776
C 3.186 2.823 6.015 -0.1 -0.1 0.0 -1.1535
C 3.141 1.672 5.028 -0.1 0.1 0.0 -0.1553
O 2.037 0.804 5.266 0.1 0.0 0.1 -0.4437
H 3.242 2.446 7.036 0.0 0.0 0.0 0.2893
H 4.050 3.462 5.829 0.0 0.0 0.0 0.3522
H 2.285 3.437 5.934 0.0 0.0 0.0 0.3229
H 4.032 1.052 5.117 0.0 0.0 0.0 0.2941
H 3.095 2.051 4.001 0.1 0.0 0.0 0.2197
H 1.225 1.313 5.172 0.0 -0.1 0.0 0.2343
C 5.159 -1.501 -0.176 0.1 -0.2 -0.1 -1.1433
C 3.968 -1.322 0.735 0.2 0.3 0.1 0.0770
O 4.342 -0.735 1.987 -0.1 -0.1 0.0 -0.4943
H 5.925 -2.127 0.284 -0.1 0.0 0.1 0.3270
H 4.826 -1.971 -1.100 0.1 0.1 -0.1 0.2449
H 5.620 -0.539 -0.418 -0.1 0.0 0.0 0.3554
H 3.508 -2.281 0.972 0.0 0.0 0.1 0.0756
H 3.212 -0.699 0.249 -0.1 -0.1 0.0 0.2603
H 4.743 0.119 1.798 0.0 0.0 0.0 0.2742
C -1.304 4.896 1.362 -0.2 -0.1 0.1 -0.7481
C -0.752 3.799 2.249 -0.2 -0.1 0.0 -0.1287
O -1.667 3.392 3.266 0.1 0.1 0.0 -0.5309
H -1.573 5.768 1.960 0.0 0.0 0.0 0.2493
H -0.572 5.201 0.618 0.0 0.0 0.0 0.2601
H -2.206 4.555 0.848 0.1 0.0 0.0 0.1415
H 0.137 4.151 2.772 0.0 0.0 0.0 0.2511
H -0.467 2.928 1.648 0.1 0.0 0.0 0.2244
H -2.461 3.051 2.840 0.0 0.0 0.0 0.2616
C 2.412 1.044 -6.203 -0.1 0.0 0.1 -1.0449
C 3.037 -0.030 -5.334 -0.1 -0.1 -0.1 -0.2561
O 2.165 -0.443 -4.284 -0.1 -0.1 0.1 -0.4618
H 2.141 1.910 -5.598 0.0 0.0 0.0 0.2679
H 3.101 1.365 -6.985 0.0 0.0 0.0 0.3531
H 1.504 0.669 -6.679 0.0 0.0 0.0 0.2906
H 3.937 0.347 -4.848 0.0 -0.1 0.0 0.3094
H 3.319 -0.892 -5.948 0.0 0.0 0.0 0.2663
H 1.356 -0.795 -4.673 -0.1 0.1 -0.2 0.1899
C 3.378 7.909 0.486 -0.1 0.0 0.0 -1.0510
C 2.516 6.668 0.350 0.0 0.1 -0.1 -0.1947
O 1.125 6.965 0.434 0.1 0.0 0.0 -0.4782
H 3.174 8.410 1.432 0.0 0.0 0.0 0.2787
H 4.438 7.655 0.445 0.0 0.0 0.0 0.3308
H 3.166 8.616 -0.320 0.0 0.0 0.0 0.3240
H 2.720 5.970 1.162 0.0 0.0 0.0 0.2468
H 2.731 6.156 -0.595 0.0 0.0 0.0 0.2786
H 0.908 7.572 -0.280 0.0 0.0 0.0 0.2684
C 2.475 -4.737 -3.222 0.1 0.0 0.0 -0.9308
C 2.352 -3.745 -2.081 0.1 0.2 0.0 -0.1058
O 2.920 -2.478 -2.387 -0.2 -0.4 -0.1 -0.3360
H 3.522 -4.874 -3.495 0.0 0.0 0.0 0.3113
H 2.058 -5.706 -2.942 0.0 0.0 0.0 0.3722
H 1.943 -4.378 -4.104 -0.1 0.0 -0.1 0.0712
H 2.897 -4.109 -1.209 -0.1 0.0 0.0 0.3047
H 1.302 -3.618 -1.794 0.0 -0.1 0.1 0.2360
H 2.436 -2.099 -3.134 0.3 0.3 0.1 0.1986
```
Forces are in eV/Å.


(2)
# C24H42CdN6

C24H42CdN6 as an isolated structure at a distorted geometry (the ωB97M-V functional and the def2-TZVPD basis, the OMol25 dataset).

Output
Calculated total energy: -1435.40325 a.u.
Charge: +2
ΔE to the lowest compared entry with this formula, charge and spin: 64.1 kcal/mol
E_LUMO: -0.1505 Eh
Frontier orbital gap: 11.795 eV

The geometry in XYZ format:
```
73
Properties=species:S:1:pos:R:3:forces:R:3:mulliken_charge:R:1
Cd -35.772 -0.266 -7.111 1.0 1.0 -0.5 0.9670
C -32.002 0.786 -10.333 -0.1 -1.6 0.4 -0.7294
C -32.722 1.847 -11.058 1.7 1.4 -0.5 -0.4770
C -34.225 1.897 -10.934 -0.6 0.4 -1.0 -0.3590
C -34.948 1.195 -9.909 0.1 0.0 1.4 0.4169
N -35.551 0.690 -9.074 0.1 0.4 -1.5 -0.4976
H -32.200 -0.147 -10.864 0.4 -0.4 0.4 0.3327
H -32.398 0.691 -9.322 0.0 -0.1 0.1 -0.2135
H -30.934 0.978 -10.248 0.0 -0.1 -0.3 0.4074
H -32.452 1.847 -12.114 -0.3 -0.4 -0.1 0.3326
H -32.166 2.742 -10.772 -1.1 0.7 0.4 0.3440
H -34.676 1.427 -11.811 0.1 0.4 -0.5 0.3209
H -34.517 2.947 -10.896 -0.4 -0.1 -0.1 0.2325
C -36.797 5.375 -6.472 -0.9 -0.8 0.1 -0.9613
C -38.122 4.692 -6.137 -0.9 -0.2 0.5 -0.5665
C -38.033 3.438 -5.195 1.2 0.4 -1.1 -0.6880
C -37.197 2.359 -5.794 -0.3 -0.5 -0.1 0.4808
N -36.555 1.504 -6.229 -1.4 2.5 1.1 -0.3789
H -36.274 5.345 -5.515 0.6 0.7 -0.3 0.2724
H -37.076 6.363 -6.833 0.6 0.2 0.3 0.3508
H -36.226 4.875 -7.253 0.1 -0.1 0.1 0.2694
H -38.785 4.524 -6.986 0.3 -0.4 -0.2 0.3943
H -38.698 5.412 -5.554 0.0 0.0 0.2 0.3416
H -39.010 3.071 -4.883 0.1 -0.2 -0.2 0.3779
H -37.462 3.729 -4.312 -0.2 0.1 0.2 0.2887
C -31.639 3.857 -5.895 1.1 -1.2 -0.5 -1.0578
C -30.730 2.584 -5.684 -1.8 1.6 2.3 -0.7159
C -31.099 1.341 -6.503 1.3 1.9 -0.7 -0.0965
C -32.524 1.116 -6.761 -3.7 -1.7 0.2 0.1054
N -33.654 0.837 -6.995 5.0 1.4 1.1 -0.2867
H -32.660 3.558 -5.655 -0.1 0.3 0.1 0.2677
H -31.605 4.196 -6.931 0.0 0.0 -0.1 0.2782
H -31.292 4.679 -5.271 -0.2 -0.1 0.1 0.3785
H -30.897 2.342 -4.630 -0.6 -0.3 0.1 0.2965
H -29.681 2.827 -5.512 0.3 -0.2 -1.5 0.4487
H -30.467 0.588 -6.033 -0.8 -0.9 -0.5 0.3441
H -30.732 1.591 -7.501 0.3 -0.6 -0.3 0.1510
C -34.359 -5.672 -5.883 0.7 -0.2 -1.0 -0.9348
C -33.174 -4.948 -6.587 -0.5 0.7 1.7 -0.4736
C -33.415 -4.316 -7.951 -0.9 0.9 -0.2 -0.4745
C -34.211 -3.025 -7.866 -0.7 1.6 0.0 0.3792
N -34.778 -2.000 -7.795 2.6 -4.7 -0.8 -0.4492
H -35.078 -5.014 -5.394 -0.1 0.3 -0.5 0.1256
H -33.979 -6.277 -5.060 0.1 -0.3 -0.3 0.3536
H -34.839 -6.277 -6.653 -0.4 -0.3 0.5 0.3291
H -32.255 -5.530 -6.639 -0.3 -0.3 0.0 0.3719
H -32.969 -4.147 -5.874 0.6 0.3 -0.2 0.2671
H -33.935 -4.970 -8.652 -0.2 -0.1 0.1 0.3518
H -32.467 -4.090 -8.441 0.0 0.3 0.1 0.3234
C -39.407 -2.757 -3.874 -0.5 0.4 0.0 -0.7819
C -39.763 -3.595 -5.109 0.0 0.4 -0.9 -0.4545
C -39.747 -2.696 -6.383 0.8 0.6 0.2 -0.7832
C -38.541 -1.879 -6.608 2.8 1.0 -0.2 0.7077
N -37.572 -1.253 -6.813 -4.9 -2.7 0.7 -0.5225
H -38.393 -2.948 -3.528 -0.2 -0.2 0.2 -0.0754
H -40.157 -2.808 -3.084 0.3 -0.8 0.2 0.4313
H -39.466 -1.682 -4.059 0.2 0.1 -0.5 0.3352
H -40.770 -4.013 -5.125 -0.1 0.2 0.4 0.2864
H -39.144 -4.482 -5.242 0.4 0.2 0.1 0.4225
H -40.480 -1.901 -6.235 -0.6 -0.3 -0.3 0.3041
H -39.862 -3.213 -7.336 -0.5 -0.1 0.1 0.3883
C -36.316 -0.128 -1.885 -0.5 0.4 0.0 -1.2483
C -36.223 -1.634 -1.670 0.7 0.8 -0.4 -0.4039
C -35.362 -2.317 -2.791 -0.8 -0.4 0.6 -0.6349
C -35.342 -1.579 -4.044 -0.1 0.4 -1.1 0.4487
N -35.341 -1.007 -5.048 0.4 -1.0 2.3 -0.3229
H -36.916 0.162 -2.750 0.1 -0.4 -0.4 0.2568
H -35.332 0.321 -2.020 0.0 0.1 0.3 0.3535
H -36.874 0.350 -1.079 0.4 0.0 0.3 0.4173
H -37.232 -2.040 -1.625 0.2 -0.3 -0.1 0.2809
H -35.712 -1.813 -0.725 -0.2 -0.2 0.0 0.3174
H -35.832 -3.288 -2.952 0.2 -0.1 -0.4 0.2346
H -34.334 -2.540 -2.504 0.0 0.3 0.2 0.5016
```
Forces are in eV/Å.


(3)
# C6H9N5

The molecule C6H9N5 at a distorted geometry (the ωB97M-V functional and the def2-TZVPD basis, the OMol25 dataset).

Output
Calculated total energy: -507.68069 a.u.
Charge: 0
ΔE to the lowest compared entry with this formula, charge and spin: 86.7 kcal/mol
Structure (SMILES): C#CC[C@H](N)c1nnc(N)[nH]1
E_LUMO: 0.0196 Eh
Frontier orbital gap: 8.918 eV

The geometry in XYZ format:
```
20
Properties=species:S:1:pos:R:3:forces:R:3:nbo_charge:R:1
C 1.011 -2.623 0.754 1.5 -1.5 1.3 -0.2323
C 0.178 -2.185 0.038 -2.2 1.2 -0.9 -0.0034
N 0.865 2.005 1.378 3.4 3.1 2.3 -0.3844
N -0.361 1.459 1.495 0.8 -0.9 -2.2 -0.2473
C 1.573 1.632 0.321 0.6 1.0 3.2 0.4843
C -0.415 0.708 0.442 -1.1 -2.6 -3.1 0.3089
N 2.967 1.737 0.053 -2.2 -0.2 -0.1 -0.8454
N 0.794 0.820 -0.320 -1.6 -3.0 -4.2 -0.5725
N -2.545 0.393 -0.853 -0.8 -2.1 -0.9 -0.8312
C -1.007 -1.595 -0.627 -1.3 -1.2 0.6 -0.5004
C -1.548 -0.328 -0.040 0.4 3.4 3.6 -0.0625
H 1.653 -3.204 1.398 -0.1 0.6 -0.4 0.2441
H 3.172 1.266 -0.842 0.7 1.1 1.1 0.3929
H 3.537 2.429 0.555 -0.6 -0.7 -0.9 0.4288
H 1.089 0.449 -1.306 -1.5 0.5 2.7 0.4174
H -2.668 1.292 -0.440 -0.2 0.6 0.3 0.3740
H -3.450 -0.142 -0.719 1.3 1.1 -0.4 0.3524
H -1.898 -2.326 -0.555 1.6 0.8 -0.5 0.2437
H -0.830 -1.314 -1.635 0.3 -0.4 -1.3 0.2353
H -2.115 -0.474 0.904 1.0 -0.7 0.0 0.1976
```
Forces are in eV/Å.